# 1
C18H31BF6O6PS3SbSiW as an isolated structure in a non-equilibrium geometry, computed with ωB97M-V/def2-TZVPD.

Each line ends with the Löwdin charge.
Geometry (Å):
W  0.5591  0.1279  -0.0361  1.486
S  -1.7682  -0.1684  -0.7531  0.098
Sb  -1.9909  2.1514  -0.7143  0.928
S  -0.1200  2.3368  1.0329  0.596
S  0.1907  2.1963  -1.9444  0.628
F  0.9940  -0.6081  -1.7372  -0.448
P  2.4450  -2.6152  -1.1836  0.373
F  1.5131  -2.0000  0.0970  -0.245
F  3.3873  -1.4064  -0.8627  -0.062
F  3.0778  -3.7505  -0.4077  0.040
F  1.1066  -3.2407  -1.6629  -0.039
F  3.0233  -2.6904  -2.6051  -0.002
O  2.2160  0.8045  0.3138  -0.288
B  0.9079  2.9123  -0.4384  -1.277
O  2.1238  3.4394  -0.3897  0.102
C  3.0663  3.0297  0.5423  -0.176
C  3.9740  3.9229  1.0765  0.046
C  4.9744  3.4454  1.9061  -0.017
C  5.0765  2.0890  2.1924  -0.027
C  4.1610  1.1914  1.6707  0.010
C  3.1539  1.6767  0.8551  -0.228
H  3.9015  4.9711  0.8201  0.144
H  5.6926  4.1381  2.3222  0.129
H  5.8782  1.7310  2.8227  0.127
H  4.2177  0.1317  1.8760  0.120
C  -1.9000  1.1174  4.6548  -0.016
C  -2.8429  0.3192  3.7748  -0.603
C  -3.4703  1.1960  2.6984  -0.028
C  -3.9183  -0.3823  4.5901  -0.005
O  -2.1156  -0.7153  3.0669  -0.082
Si  -0.6919  -1.4139  2.9640  0.147
O  -0.0575  -0.5900  1.4464  -0.456
O  0.3451  -1.0642  4.0973  -0.059
C  1.7287  -0.8022  4.4211  -0.598
C  1.9234  -1.2393  5.8664  -0.002
C  1.9382  0.6953  4.2729  -0.008
C  2.6048  -1.6158  3.4836  -0.013
O  -0.7036  -2.9252  2.5129  -0.063
C  -1.5588  -3.9519  1.9197  -0.593
C  -3.0191  -3.5681  2.0859  -0.019
C  -1.1769  -4.0580  0.4505  -0.019
C  -1.2349  -5.2334  2.6662  -0.011
H  -2.4524  1.9142  5.1529  0.107
H  -1.1034  1.5746  4.0620  0.071
H  -1.4479  0.4857  5.4185  0.095
H  -4.1302  1.9387  3.1446  0.106
H  -4.0462  0.5853  2.0030  0.095
H  -2.6805  1.7353  2.1579  0.011
H  -4.5301  0.3475  5.1199  0.102
H  -3.4609  -1.0430  5.3271  0.101
H  -4.5658  -0.9722  3.9423  0.095
H  1.2254  -0.7138  6.5171  0.096
H  2.9381  -1.0145  6.1937  0.101
H  1.7578  -2.3114  5.9671  0.100
H  1.2907  1.2348  4.9637  0.095
H  1.7147  1.0230  3.2533  0.057
H  2.9713  0.9626  4.4967  0.100
H  2.3038  -2.6635  3.5078  0.105
H  3.6505  -1.5557  3.7858  0.104
H  2.5221  -1.2568  2.4528  0.052
H  -3.2610  -2.6737  1.5100  0.084
H  -3.2555  -3.3885  3.1345  0.093
H  -3.6491  -4.3827  1.7298  0.104
H  -1.1320  -3.0641  0.0007  0.047
H  -1.9255  -4.6339  -0.0930  0.106
H  -0.2116  -4.5468  0.3231  0.087
H  -1.5321  -5.1530  3.7114  0.097
H  -0.1664  -5.4412  2.6153  0.094
H  -1.7698  -6.0712  2.2197  0.103

## Properties
- molar mass (g/mol) = 929.101
- net charge = +2
- highest occupied orbital energy (eV) = -15.2
- E (Ha) = -3912.7192
- frontier orbital gap (eV) = 6.42



# 2
C26H25F5N5NiO3P2S2Te as an isolated structure, computed with ωB97M-V/def2-TZVPD.

Each line ends with the Mulliken spin population.
Geometry (Å):
Ni  0.9722  1.7921  1.6374  0.904
S  1.7898  -0.3887  2.6146  0.153
P  0.5986  -0.9443  1.1435  0.044
C  0.3268  0.5770  0.2608  0.681
P  -0.1595  0.9060  -1.4175  0.001
S  0.4267  2.6153  -2.1994  0.005
C  -1.9716  0.7277  -1.4344  0.073
C  -2.5687  -0.4787  -1.0751  -0.030
C  -3.9474  -0.6048  -1.0712  -0.009
C  -4.7409  0.4804  -1.4196  0.009
C  -4.1525  1.6841  -1.7757  -0.003
C  -2.7702  1.8081  -1.7869  0.028
C  0.4834  -0.4084  -2.4954  0.020
C  1.8638  -0.6110  -2.4958  0.040
C  2.4326  -1.5032  -3.3864  0.003
C  1.6323  -2.1899  -4.2922  0.000
C  0.2624  -1.9837  -4.3011  0.002
C  -0.3145  -1.0927  -3.4037  0.005
C  -0.9653  -1.6787  1.7101  0.003
C  -1.0569  -3.0541  1.9291  0.003
C  -2.2199  -3.5997  2.4496  0.003
C  -3.2915  -2.7744  2.7674  0.001
C  -3.1933  -1.4049  2.5740  0.002
C  -2.0353  -0.8512  2.0476  0.008
C  1.3699  -2.2414  0.1191  0.006
C  2.7476  -2.4063  0.1961  -0.001
C  3.3756  -3.3883  -0.5588  0.004
C  2.6313  -4.2081  -1.3917  0.002
C  1.2545  -4.0413  -1.4809  0.002
C  0.6279  -3.0616  -0.7308  -0.002
H  -1.9599  -1.3259  -0.7864  -0.008
H  -4.3991  -1.5432  -0.7761  0.000
H  -5.8196  0.3882  -1.4042  0.001
H  -4.7690  2.5337  -2.0390  0.000
H  -2.2981  2.7411  -2.0668  0.000
H  2.4879  -0.0694  -1.7938  -0.045
H  3.5027  -1.6659  -3.3709  0.000
H  2.0802  -2.8871  -4.9898  0.000
H  -0.3635  -2.5119  -5.0097  0.000
H  -1.3834  -0.9259  -3.4251  0.002
H  -0.2191  -3.7016  1.7051  -0.002
H  -2.2836  -4.6675  2.6187  0.000
H  -4.1965  -3.2007  3.1832  0.000
H  -4.0095  -0.7492  2.8485  0.000
H  -1.9375  0.2247  1.9460  -0.016
H  3.3157  -1.7587  0.8519  0.006
H  4.4492  -3.5106  -0.4909  0.000
H  3.1214  -4.9760  -1.9778  0.000
H  0.6695  -4.6712  -2.1389  0.000
H  -0.4463  -2.9464  -0.8003  -0.002
N  0.2720  3.7067  0.8232  0.105
N  1.4043  4.5250  0.8342  -0.005
C  2.6099  3.9651  0.7584  0.004
N  3.6780  4.7667  0.8248  0.002
N  2.6060  2.6357  0.5539  0.032
N  3.7668  1.9745  0.3168  -0.011
O  3.6509  0.7957  0.0555  0.005
O  4.8589  2.5532  0.3111  0.001
H  -0.0374  3.5969  -0.1432  -0.010
H  -0.4886  4.0789  1.4242  -0.007
H  1.3062  5.5014  1.0560  0.001
H  3.5640  5.6987  1.1800  0.000
H  4.5774  4.3098  0.8300  0.000
F  1.7286  2.7458  3.0242  -0.007
Te  -0.9380  2.9775  3.9434  0.005
F  -1.9012  3.9755  5.3872  0.001
F  -2.6508  2.1971  3.8066  -0.001
F  -0.5809  1.5921  5.2469  0.000
F  -1.7329  4.3015  2.4829  0.000
O  -0.6425  1.6503  2.4677  -0.008

## Properties
- <S²> = 2.03
- ΔE to the lowest compared entry with this formula, charge and spin (kcal/mol) = 23.9
- spin multiplicity = 3
- molar mass (g/mol) = 862.883
- net charge = -1
- highest occupied orbital energy (spin up / spin down) (eV) = -5.3 / -5.3
- E (Ha) = -5260.0662
- frontier orbital gap (spin up / spin down) (eV) = 6.95 / 6.41



# 3
C5H9NO3S2 as an isolated structure in a non-equilibrium geometry, computed with ωB97M-V/def2-TZVPD.

Each line ends with the Löwdin charge.
Geometry (Å):
C  1.6069  -2.9235  1.7874  -0.598
C  -0.0294  -0.3860  0.4434  -0.708
C  0.0154  -1.4441  1.5131  -0.211
C  0.9252  1.7645  -1.8342  -0.409
C  1.2264  0.5613  0.6589  -0.485
N  -1.0758  -1.7584  2.1592  0.132
O  2.4822  -2.4670  1.2011  0.143
O  1.0359  -3.6185  2.4994  0.140
O  -1.8326  -1.4664  -1.1083  -0.443
S  0.9164  2.1671  -0.0798  0.806
S  -0.1643  -1.4222  -0.9164  0.977
H  -1.0036  0.1379  0.3271  0.100
H  1.8252  1.3501  -2.2102  0.032
H  0.4827  2.6447  -2.2612  0.026
H  0.2996  0.9211  -2.0752  -0.012
H  2.0698  -0.0580  0.2077  0.104
H  1.0932  0.6054  1.7701  0.097
H  -2.3986  -2.2758  -1.0833  0.077
H  -1.9092  -1.1918  2.1193  0.110
H  -1.1591  -2.4716  2.8902  0.122

## Properties
- ΔE to the lowest compared entry with this formula, charge and spin (kcal/mol) = 0.0
- molar mass (g/mol) = 195.265
- net charge = 0
- highest occupied orbital energy (eV) = -8.5
- E (Ha) = -1272.6630
- frontier orbital gap (eV) = 8.63



# 4
A 2-piece molecular cluster, C10H16 overall in a non-equilibrium geometry, computed with ωB97M-V/def2-TZVPD.

Each line ends with the Löwdin charge.
Geometry (Å):
C  -0.3738  2.8973  -1.4790  -0.060
C  0.6188  0.8442  -0.4131  -0.058
C  0.3643  1.6044  -1.5536  -0.285
C  1.2381  -0.3916  -0.5027  -0.094
C  1.5754  -0.9066  -1.7416  -0.097
C  0.6956  1.0693  -2.7867  -0.056
C  1.2653  -0.1950  -2.8835  -0.088
H  0.4153  1.3088  0.5407  0.106
H  1.5306  -0.9019  0.4050  0.086
H  0.0020  3.6359  -0.7658  0.080
H  -1.4116  2.7477  -1.1664  0.084
H  2.0423  -1.8850  -1.7785  0.102
H  0.5621  1.6394  -3.7010  0.109
H  1.4560  -0.6260  -3.8610  0.102
H  -0.3951  3.3886  -2.4524  0.073
C  -0.7655  -1.8734  2.3549  -0.312
C  0.0833  -0.7174  2.8742  -0.123
C  -1.8597  -1.4340  1.3743  -0.124
H  -0.1795  -2.6480  1.8606  0.094
H  -1.2723  -2.3969  3.1620  0.090
H  -0.4394  0.2331  2.7400  0.067
H  -2.5779  -0.7487  1.8223  0.069
H  -1.4142  -0.8867  0.5408  0.049
H  1.0932  -0.7261  2.4857  0.050
H  0.1354  -0.7393  3.9730  0.069
H  -2.3886  -2.2922  0.9518  0.069

## Properties
- structure (SMILES) = Cc1ccccc1.CCC
- ΔE to the lowest compared entry with this formula, charge and spin (kcal/mol) = 8.3
- molar mass (g/mol) = 136.238
- net charge = 0
- highest occupied orbital energy (eV) = -9.1
- E (Ha) = -390.6227
- frontier orbital gap (eV) = 10.09



# 5
A 9-piece molecular cluster, C26H55Cl3F3N7O9 overall in a non-equilibrium geometry, computed with ωB97M-V/def2-TZVPD.

Each line ends with the Löwdin charge.
Geometry (Å):
C  -3.9930  -8.8455  -3.6743  -0.365
O  -5.1907  -8.8923  -3.6470  0.023
N  -3.2821  -8.9902  -4.8210  -0.192
C  -1.8123  -9.0547  -4.6909  -0.062
C  -3.8063  -9.2842  -6.1629  -0.039
H  -3.3669  -8.6745  -2.7850  0.131
H  -1.3797  -8.3770  -5.4269  0.087
H  -1.5371  -10.1075  -4.7534  0.087
H  -1.4513  -8.7277  -3.7158  0.076
H  -3.6256  -8.4969  -6.8948  0.087
H  -3.4364  -10.2439  -6.5238  0.086
H  -4.8852  -9.4051  -6.0650  0.083
C  6.2479  5.0037  -2.3461  -0.301
O  6.9157  5.6164  -1.4764  -0.029
N  5.1626  5.5485  -2.9342  -0.190
C  4.3394  4.7475  -3.8741  -0.057
C  4.8152  6.9086  -2.8049  -0.075
H  6.3200  3.9229  -2.5429  0.132
H  4.5554  5.0008  -4.9120  0.081
H  3.2501  4.7568  -3.8373  0.085
H  4.5455  3.6806  -3.9605  0.079
H  4.7867  7.3843  -3.7852  0.091
H  3.8264  7.0306  -2.3629  0.092
H  5.4719  7.5203  -2.1862  0.092
C  -7.2419  -1.7526  2.2957  -0.340
O  -6.7685  -1.0572  3.1981  -0.012
N  -7.2057  -3.0993  2.3060  -0.202
C  -8.0327  -3.8043  1.3464  -0.067
C  -6.6615  -3.8329  3.4682  -0.026
H  -7.8604  -1.3636  1.4721  0.129
H  -8.7328  -4.4816  1.8356  0.091
H  -7.3519  -4.3042  0.6574  0.089
H  -8.6217  -3.1281  0.7268  0.080
H  -7.4597  -4.1309  4.1481  0.090
H  -6.2837  -4.7690  3.0571  0.081
H  -5.8455  -3.2836  3.9377  0.088
C  6.1980  -3.3817  -0.0558  -0.440
O  6.6368  -2.2732  0.0113  0.024
N  6.8384  -4.3944  0.3804  -0.180
C  6.2235  -5.7277  0.4989  -0.033
C  8.2457  -4.2649  0.9038  -0.008
H  5.2356  -3.6908  -0.4922  0.136
H  6.8733  -6.4659  0.0289  0.084
H  5.2999  -5.6269  -0.0712  0.081
H  6.1292  -5.9885  1.5531  0.088
H  8.9252  -4.9795  0.4394  0.082
H  8.6536  -3.2621  0.7764  0.082
H  8.2349  -4.4868  1.9709  0.083
C  -0.1225  -2.2982  1.7678  -0.337
O  0.0897  -2.8022  0.6737  0.002
N  0.0151  -0.9843  2.0226  -0.196
C  -0.1009  -0.4102  3.3640  -0.060
C  0.4573  0.0368  1.1257  -0.070
H  -0.4776  -2.8308  2.6636  0.133
H  0.8297  0.1268  3.5475  0.085
H  -0.0550  -1.2368  4.0729  0.079
H  -0.9847  0.1856  3.5922  0.092
H  -0.3539  0.7290  0.9002  0.095
H  1.3384  0.5845  1.4601  0.089
H  0.7461  -0.3901  0.1652  0.088
C  -6.1887  0.2318  -5.4321  -0.352
O  -6.8221  0.5860  -6.4268  0.003
N  -5.6110  -0.9366  -5.1523  -0.199
C  -4.7460  -1.1766  -3.9619  -0.030
C  -5.5810  -2.0425  -6.0336  -0.080
H  -5.9847  0.8940  -4.5765  0.127
H  -4.9403  -0.4061  -3.2158  0.083
H  -3.6958  -1.2170  -4.2511  0.089
H  -5.0438  -2.1423  -3.5533  0.085
H  -6.0660  -2.9171  -5.6001  0.092
H  -6.0085  -1.8809  -7.0232  0.094
H  -4.5531  -2.3301  -6.2543  0.088
C  9.0884  3.8780  5.4881  -0.366
O  9.2645  4.9267  6.0750  0.006
N  8.0340  3.0777  5.7094  -0.179
C  7.8335  1.9258  4.7796  -0.052
C  6.9033  3.3798  6.6158  -0.028
H  9.7473  3.5589  4.6657  0.131
H  7.6996  0.9561  5.2589  0.081
H  8.7294  1.8040  4.1708  0.075
H  6.9773  2.1167  4.1326  0.084
H  6.8054  2.6711  7.4381  0.083
H  6.9472  4.4034  6.9878  0.087
H  6.0325  3.2146  5.9813  0.078
C  -3.8903  6.5374  0.1840  -0.073
C  -2.6445  7.2119  -0.2967  -0.244
O  -2.6963  7.5586  -1.6460  0.027
C  -2.7056  6.5893  -2.5879  -0.324
O  -2.8176  5.4077  -2.3351  0.151
C  -2.5950  7.1404  -4.0493  -0.592
F  -2.4097  6.1665  -4.8864  0.195
F  -3.6890  7.8325  -4.4434  0.162
F  -1.4947  7.8276  -4.1854  0.194
H  -3.9606  5.5156  -0.1889  0.072
H  -4.7831  7.0550  -0.1668  0.089
H  -3.8960  6.4451  1.2701  0.085
H  -1.7978  6.5632  -0.0722  0.131
H  -2.4827  8.1176  0.2877  0.128
C  -1.2778  5.2129  10.8289  -1.535
Cl  -1.5623  3.6323  10.0137  0.500
Cl  -2.4415  6.4494  10.3656  0.522
Cl  0.3742  5.8224  10.6045  0.506
H  -1.3312  5.1580  11.9162  0.007

## Properties
- structure (SMILES) = CCOC(=O)C(F)(F)F.ClC(Cl)Cl.CN(C)C=O.CN(C)C=O.CN(C)C=O.CN(C)C=O.CN(C)C=O.CN(C)C=O.CN(C)C=O
- ΔE to the lowest compared entry with this formula, charge and spin (kcal/mol) = 57.0
- molar mass (g/mol) = 773.119
- net charge = 0
- highest occupied orbital energy (eV) = -9.2
- E (Ha) = -3764.2101
- frontier orbital gap (eV) = 9.36



What did the fourth record say?
A 2-piece molecular cluster, C10H16 overall in a non-equilibrium geometry, computed with ωB97M-V/def2-TZVPD.

Each line ends with the Löwdin charge.
Geometry (Å):
C  -0.3738  2.8973  -1.4790  -0.060
C  0.6188  0.8442  -0.4131  -0.058
C  0.3643  1.6044  -1.5536  -0.285
C  1.2381  -0.3916  -0.5027  -0.094
C  1.5754  -0.9066  -1.7416  -0.097
C  0.6956  1.0693  -2.7867  -0.056
C  1.2653  -0.1950  -2.8835  -0.088
H  0.4153  1.3088  0.5407  0.106
H  1.5306  -0.9019  0.4050  0.086
H  0.0020  3.6359  -0.7658  0.080
H  -1.4116  2.7477  -1.1664  0.084
H  2.0423  -1.8850  -1.7785  0.102
H  0.5621  1.6394  -3.7010  0.109
H  1.4560  -0.6260  -3.8610  0.102
H  -0.3951  3.3886  -2.4524  0.073
C  -0.7655  -1.8734  2.3549  -0.312
C  0.0833  -0.7174  2.8742  -0.123
C  -1.8597  -1.4340  1.3743  -0.124
H  -0.1795  -2.6480  1.8606  0.094
H  -1.2723  -2.3969  3.1620  0.090
H  -0.4394  0.2331  2.7400  0.067
H  -2.5779  -0.7487  1.8223  0.069
H  -1.4142  -0.8867  0.5408  0.049
H  1.0932  -0.7261  2.4857  0.050
H  0.1354  -0.7393  3.9730  0.069
H  -2.3886  -2.2922  0.9518  0.069

## Properties
- structure (SMILES) = Cc1ccccc1.CCC
- ΔE to the lowest compared entry with this formula, charge and spin (kcal/mol) = 8.3
- molar mass (g/mol) = 136.238
- net charge = 0
- highest occupied orbital energy (eV) = -9.1
- E (Ha) = -390.6227
- frontier orbital gap (eV) = 10.09



Q: Which of these has the highest molar mass?
A: C18H31BF6O6PS3SbSiW